# 1
Density functional theory data (the ωB97M-V functional and the def2-TZVPD basis) for C9H10BN6ReSbSe4 as an isolated structure.

## Properties
**LUMO (spin up / spin down)**: -2.136 / -1.750 eV
**Total energy**: -289168.459 eV
**Max |F|**: 0.41 eV/A

The geometry in ORCA input format:
```
! wB97M-V def2-TZVPD RIJCOSX def2/J DEFGRID3
* xyz 0 2
Re 1.18343 0.55248 0.62491
C 0.61417 0.12057 -3.72277
C 1.37761 0.51599 -2.62964
N 0.72743 0.25814 -1.49418
N -0.45029 -0.32132 -1.83629
C -0.53337 -0.41540 -3.16687
B -1.42622 -0.80246 -0.74076
N -1.77289 0.40709 0.15928
C -2.90879 1.04987 0.41200
C -2.64200 2.14693 1.22651
C -1.27509 2.11631 1.42949
N -0.75589 1.05777 0.77954
N -0.67587 -1.83770 0.11144
C -0.89114 -3.14677 0.28186
C 0.16829 -3.68039 0.99273
C 1.00774 -2.59883 1.23452
N 0.49376 -1.49277 0.69272
H 0.86080 0.20399 -4.76570
H 2.34830 0.98132 -2.59001
H -1.40240 -0.85520 -3.62722
H -2.41085 -1.27487 -1.22825
H -3.83808 0.68395 0.00717
H -3.34872 2.85759 1.61497
H -0.61684 2.76260 1.99661
H -1.77512 -3.60916 -0.12440
H 0.30376 -4.70256 1.29661
H 1.94463 -2.54475 1.76340
Se 1.78691 4.17950 3.24515
Sb 3.34020 2.58228 2.48353
Se 2.74053 2.18607 -0.04896
Se 5.63771 2.37363 2.88541
Se 2.18830 0.24610 2.73720
*
```


# 2
Density functional theory data (the ωB97M-V functional and the def2-TZVPD basis) for the molecule C9H10BNO3 in a non-equilibrium geometry.

## Properties
**LUMO**: 0.164 eV
**Total energy**: -17805.564 eV
**Max |F|**: 8.33 eV/A

The geometry in ORCA input format:
```
! wB97M-V def2-TZVPD RIJCOSX def2/J DEFGRID3
* xyz 0 1
N 1.29012 -0.65789 -2.03840
C -0.02172 -0.94288 -1.77587
O -0.75735 -1.24240 -2.67469
C -0.44891 -0.56576 -0.47041
C -1.76161 -1.07816 -0.04490
B -2.51915 -2.13447 -0.91817
O -1.91201 -3.38194 -0.83335
O -3.70420 -1.73287 -1.44580
C 0.20528 0.34949 0.41086
C 0.29913 0.23882 1.83435
C 0.97800 1.14799 2.55893
C 1.43322 2.30982 1.93570
C 1.18331 2.56148 0.62461
C 0.69399 1.52411 -0.12064
H 2.08124 -0.72310 -1.47508
H 1.57233 -0.92240 -2.93046
H -2.11392 -0.78117 0.98744
H -2.26674 -3.95789 -1.61292
H -4.00387 -2.44491 -2.12127
H -0.27781 -0.58714 2.23154
H 0.97191 1.08091 3.72093
H 1.98274 3.04004 2.61200
H 1.47316 3.52276 0.21619
H 0.42662 1.67389 -1.13563
*
```


# 3
Density functional theory data (the ωB97M-V functional and the def2-TZVPD basis) for a 2-piece molecular cluster, C9H10BrF2NS overall in a non-equilibrium geometry.

## Properties
**LUMO (spin up / spin down)**: 0.441 / -1.773 eV
**Total energy**: -97293.651 eV
**Max |F|**: 5.04 eV/A

The geometry in ORCA input format:
```
! wB97M-V def2-TZVPD RIJCOSX def2/J DEFGRID3
* xyz 0 3
C -1.37666 -2.97197 -0.24595
C -0.30031 -3.02168 0.66899
C -2.00882 -1.77947 -0.61173
C -0.01468 -1.86065 1.39555
C -1.56920 -0.57161 -0.01410
C -0.61106 -0.69872 0.99063
C 1.28145 1.01070 0.74406
C 1.17698 0.70003 -0.69547
C 0.00079 0.66701 1.46941
N 0.60155 3.63444 -2.10529
F 0.30342 0.69935 2.84046
F -0.92770 1.79446 1.36578
S -0.51671 2.53283 -1.60104
Br 2.82644 1.36579 -1.59158
H -1.71852 -3.76893 -0.89443
H 0.20272 -3.94373 0.90122
H -2.79538 -1.73926 -1.33886
H 0.70117 -1.74243 2.08803
H -1.90680 0.35669 -0.18129
H 1.99965 0.32101 1.19653
H 1.69911 1.97832 0.91745
H 0.62296 -0.21723 -1.16267
H 1.28721 3.12269 -2.71281
H 1.04238 4.13237 -1.42290
*
```


# 4
Density functional theory data (the ωB97M-V functional and the def2-TZVPD basis) for an isolated ion of composition C9H10BrN2 and charge +1 in a non-equilibrium geometry.

## Properties
**LUMO**: -4.978 eV
**Total energy**: -82509.105 eV
**Max |F|**: 2.89 eV/A

The geometry in ORCA input format:
```
! wB97M-V def2-TZVPD RIJCOSX def2/J DEFGRID3
* xyz 1 1
N -1.47568 1.63805 1.46212
C -1.42582 2.37185 0.40441
C -1.05837 2.03169 -0.92541
C -0.43467 0.90576 -1.35227
C 0.31488 -0.17420 -0.73774
C 1.59229 -0.26632 -1.23212
C 2.56397 -1.10312 -0.61765
C 2.17100 -2.01600 0.28851
C 0.85492 -2.07364 0.74514
C -0.05926 -1.18095 0.26066
N -1.30979 -1.01444 0.87841
Br -2.80700 -0.76774 -0.13245
H -1.41850 0.63705 1.45514
H -1.55534 2.02915 2.40855
H -1.67422 3.39257 0.51919
H -1.40257 2.69549 -1.64210
H -0.16498 1.08604 -2.34659
H 1.89940 0.30472 -2.08042
H 3.62017 -1.15381 -1.01563
H 2.79546 -2.93175 0.48930
H 0.55310 -2.91520 1.44383
H -1.57899 -1.49522 1.72716
*
```